1.
Below is 2 unconnected molecules or ions with the total composition C15H12NO5 in a non-equilibrium geometry, with properties calculated with ωB97M-V/def2-TZVPD.

The geometry in ORCA input format:
```
! wB97M-V def2-TZVPD RIJCOSX def2/J DEFGRID3
* xyz -1 1
H -0.138 0.616 2.055
C 0.101 -3.215 1.040
C -1.829 0.227 -2.146
C -2.031 2.292 -3.352
O -1.359 -1.782 -0.408
C 0.102 1.658 -2.442
H 1.507 -4.859 1.032
H -0.259 3.490 -3.452
C 0.343 -0.416 -1.193
C 2.613 1.371 3.730
C -2.815 3.181 -4.077
C 1.055 -4.163 1.738
C -0.161 -1.521 -0.434
H 1.398 -0.231 -1.139
H -2.272 -0.663 -1.734
O 3.577 1.087 4.403
O 2.228 2.606 3.295
H -0.569 -3.748 0.351
H -3.631 0.908 -3.043
C -0.676 2.555 -3.115
N -3.483 3.921 -4.680
C 1.071 2.457 2.585
O 0.412 3.319 2.051
H -0.543 -2.682 1.753
H 1.697 -0.678 3.428
C -0.455 0.465 -1.922
C -2.587 1.107 -2.862
H 1.873 -3.611 2.198
C 0.720 1.036 2.557
H 0.558 -4.745 2.516
C 1.645 0.385 3.246
O 0.765 -2.229 0.289
H 1.143 1.864 -2.265
*
```

Results
Kohn-Sham gap (Ha): 0.1627
DFT total energy (a.u.): -1009.80554


2.
Below is a molecular structure, C15H13BrClFN4O11PS in a non-equilibrium geometry, with properties calculated with ωB97M-V/def2-TZVPD.

The geometry in ORCA input format:
```
! wB97M-V def2-TZVPD RIJCOSX def2/J DEFGRID3
* xyz -1 1
O -3.530 1.985 -1.766
C -1.207 0.775 -2.513
N -3.647 0.851 -2.179
O 5.582 2.108 3.783
H -3.153 -3.290 -0.997
O 1.228 1.965 -0.204
O -0.226 4.067 1.244
O -0.430 -6.034 -0.919
N -1.260 -5.160 -1.064
C -2.982 -3.743 -0.032
H -4.458 -2.574 0.980
F 2.981 1.093 1.195
C -0.069 0.090 -2.908
O 4.420 3.816 3.146
Cl 0.702 4.120 3.938
C -2.026 -4.730 0.120
O 0.906 1.621 2.199
C 4.755 4.076 1.784
H -3.529 -1.607 -3.189
C -1.764 -5.324 1.339
H -1.127 1.780 -2.126
C 3.951 3.208 -0.531
P 1.087 4.684 1.955
H 5.504 3.368 1.427
H -2.304 -5.369 3.408
H 5.198 5.069 1.772
O 3.410 3.563 -1.559
N 4.510 2.396 3.450
C -0.171 -1.204 -3.401
C -2.494 -4.917 2.444
C 3.551 4.029 0.799
H -4.034 -3.620 3.180
Br 3.264 5.894 0.191
H 0.722 -1.740 -3.696
C -2.557 -1.141 -3.116
H -1.496 -2.824 -3.889
C -1.415 -1.817 -3.509
C -3.465 -3.933 2.314
O 4.788 2.321 -0.309
C -3.706 -3.345 1.080
C -2.432 0.145 -2.619
S 1.746 2.016 1.113
H -1.004 -6.087 1.424
H 0.896 0.570 -2.818
O -1.504 -4.601 -2.113
N 2.346 3.507 1.543
O -4.706 0.252 -2.250
H -0.851 3.693 1.879
*
```

Results
Kohn-Sham gap (Ha): 0.2417
DFT total energy (a.u.): -5499.52169


3.
Below is C15H13Cl2NO4S in the gas phase in a non-equilibrium geometry, with properties calculated with ωB97M-V/def2-TZVPD.

The geometry in ORCA input format:
```
! wB97M-V def2-TZVPD RIJCOSX def2/J DEFGRID3
* xyz 0 1
S -1.966 -0.538 -0.165
C -2.263 -1.699 -1.525
O 4.390 1.027 -4.239
C -1.626 1.371 3.354
C 0.975 1.231 -3.150
H 0.786 1.341 1.068
H -1.761 -2.669 1.033
C -0.079 -0.389 0.238
C 0.679 -0.015 -1.069
H 0.624 1.968 -3.869
C 1.947 -0.588 -1.300
C 0.169 0.795 -2.091
O 2.756 2.331 -4.923
H -1.920 -1.264 2.164
C 2.766 -0.185 -2.360
O -1.598 2.242 1.158
H 3.793 -0.540 -2.479
H -1.298 0.741 5.358
N 3.199 1.414 -4.191
C 0.058 0.547 1.432
H 2.325 -1.392 -0.665
C -2.255 -1.701 1.216
H 0.228 -1.399 0.534
C 0.300 -0.023 4.017
H -3.345 -1.823 1.222
C 2.307 0.796 -3.259
H -1.752 -2.667 -1.420
C 0.736 -0.056 2.627
C -0.932 0.743 4.328
Cl -3.014 2.283 3.760
Cl 2.300 -0.710 2.408
O 0.883 -0.612 4.947
H -3.351 -1.844 -1.487
H -0.865 1.113 -2.099
H -2.012 -1.226 -2.481
C -1.183 1.398 1.909
*
```

Results
Kohn-Sham gap (Ha): 0.1807
DFT total energy (a.u.): -2253.44270


4.
Below is a molecular structure, C15H13EuF6N5O3S2Sb in a non-equilibrium geometry, with properties calculated with ωB97M-V/def2-TZVPD.

The geometry in ORCA input format:
```
! wB97M-V def2-TZVPD RIJCOSX def2/J DEFGRID3
* xyz -1 8
S 3.028 0.410 2.856
F -0.895 -1.378 0.733
H 1.957 2.763 -3.792
H 3.421 1.241 5.536
H -0.062 -0.432 -4.600
C -0.332 1.365 4.774
C -2.142 -1.477 -2.133
F 1.365 -4.821 1.251
Eu 1.074 -0.583 1.226
H 1.825 1.979 7.313
F 0.749 -2.188 2.638
H -1.364 1.356 4.461
C -0.989 -0.576 -4.057
Sb 0.140 -3.413 0.759
O 0.074 0.761 2.596
H -5.424 -0.023 -3.863
C 1.902 2.388 -2.772
O 1.557 -1.850 -3.193
H -2.124 -2.029 -1.202
C 2.337 3.161 -1.707
C -0.970 -1.270 -2.854
N 0.910 -0.562 -1.074
C -2.188 -0.092 -4.550
N 0.550 1.003 3.801
C 1.342 0.684 -1.377
H -0.649 1.985 6.759
H 2.469 3.134 0.448
F -0.931 -4.796 -0.104
S 0.577 -1.683 -2.160
O 0.347 -2.906 -1.382
H 2.749 4.152 -1.841
F 2.197 -2.304 0.600
C 2.189 2.598 -0.454
C -3.334 -0.986 -2.628
N 1.401 1.167 -2.635
C 0.090 1.708 6.018
H -2.210 0.451 -5.490
C 1.473 1.693 6.329
N 1.695 1.389 -0.269
C 1.939 0.924 4.061
N -4.566 0.265 -4.293
C -3.372 -0.276 -3.832
F -1.288 -3.655 2.070
H -4.252 -1.144 -2.070
C 2.357 1.296 5.349
H -4.623 0.575 -5.243
*
```

Results
Kohn-Sham gap (spin up / spin down) (Ha): 0.2619 / 0.2738
DFT total energy (a.u.): -3425.31248


5.
Below is C15H13F3N2O7S in the gas phase in a non-equilibrium geometry, with properties calculated with ωB97M-V/def2-TZVPD.

The geometry in ORCA input format:
```
! wB97M-V def2-TZVPD RIJCOSX def2/J DEFGRID3
* xyz 0 1
C 2.246 0.697 0.493
O -4.233 -3.886 1.535
H 1.325 -2.236 -1.804
H -4.750 -0.493 1.448
H 1.033 -0.422 1.990
C -1.588 -4.572 1.090
O 3.029 1.586 2.522
H 2.796 -0.406 -2.701
O 2.653 1.575 -3.897
C -3.463 -3.114 1.054
H -2.061 -3.272 2.640
C 2.549 1.766 1.401
H -5.585 -0.620 -0.233
S 2.736 2.527 -2.841
O -1.432 -1.053 1.608
O 3.431 1.763 -1.487
H -4.170 -2.427 -0.860
F 0.043 2.366 -2.320
C -3.963 -1.946 0.125
C -1.085 -2.110 1.211
H 3.548 4.134 1.793
C 2.457 4.172 1.674
H -3.141 -1.289 -0.180
C 2.647 0.770 -0.893
C 1.442 -0.346 0.978
N 0.043 -2.329 0.505
N -0.889 -5.404 0.666
C 1.565 -1.455 -1.157
C 2.378 -0.416 -1.673
O 3.759 3.526 -3.363
H -5.898 -1.835 1.132
C -5.171 -1.165 0.694
F 0.732 4.150 -3.556
H 2.186 5.055 1.027
C 1.030 3.313 -2.486
C -2.109 -3.286 1.563
H 2.009 4.240 2.659
F 0.933 4.139 -1.428
C 1.048 -1.436 0.120
O 1.933 2.924 1.057
H -0.013 -3.186 -0.105
*
```

Results
SMILES: CCC(=O)[C@@H](C#N)C(=O)Nc1ccc(OS(=O)(=O)C(F)(F)F)c(C(=O)OC)c1
Kohn-Sham gap (Ha): 0.3217
DFT total energy (a.u.): -1913.24433


6.
Below is a molecular structure, C15H13NO5SW, with properties calculated with ωB97M-V/def2-TZVPD.

The geometry in ORCA input format:
```
! wB97M-V def2-TZVPD RIJCOSX def2/J DEFGRID3
* xyz 2 1
N 1.028 -2.094 -0.728
H -2.957 1.866 -2.275
C -1.051 -2.959 -0.092
H 1.007 3.330 2.323
C -1.777 1.488 1.715
C -1.765 1.484 0.330
H -2.584 1.033 -0.220
C 0.232 2.809 1.776
W 0.038 -0.238 -0.398
O -1.906 -3.724 0.151
H 0.395 -5.364 -0.572
H -2.141 2.263 -3.824
C 2.877 -0.701 -1.024
C 0.352 -3.227 -0.550
H 4.071 -3.256 -1.443
H 1.123 3.264 -0.135
C -0.711 2.151 -0.337
S -0.570 2.078 -2.116
C 0.301 2.786 0.384
H -0.915 1.189 4.356
C 0.960 -4.454 -0.721
C -0.798 2.174 2.460
H -2.330 3.528 -2.583
H -1.805 2.697 4.266
C 2.327 -2.095 -1.015
C -0.883 2.202 3.953
O -0.468 0.491 -2.198
O -1.199 -1.567 0.053
H -2.582 0.981 2.235
C -2.181 2.459 -2.752
H -0.043 2.730 4.395
O 3.959 -0.339 -1.299
O 1.857 0.174 -0.612
C 3.016 -3.276 -1.206
C 2.308 -4.469 -1.074
H 2.814 -5.414 -1.222
*
```

Results
Kohn-Sham gap (spin up / spin down) (Ha): 0.2688 / 0.2688
DFT total energy (a.u.): -1475.07146